Record 1
The ion C7H8N2 with charge +2 at a distorted geometry. Source: the OMol25 dataset; level of theory: ωB97M-V/def2-TZVPD.

The calculation puts the energy above the lowest of the compared OMol25 structures with the same formula, charge and spin at 0.0 kcal per mole. The calculation puts the largest force on an atom at 0.0726 hartree/bohr. The LUMO energy is -11.027 eV. As for the total energy: -10346.833 eV. Its net charge is +2. Its SMILES is C#CC1=[NH+]C=C/[N+]1=C/C. As for the orbital gap: 8.02 eV.

Structure (XYZ):
```
17
Properties=species:S:1:pos:R:3:mulliken_charge:R:1
C 1.1551 2.6322 0.1497 0.215
C 0.3334 1.7500 0.0285 -0.783
C -0.7001 0.7598 -0.0354 0.663
N -1.9752 0.8076 -0.1007 0.022
C -2.5368 -0.4983 -0.0068 -0.439
C -1.5417 -1.3611 0.0374 -0.203
N -0.3317 -0.5870 -0.0045 0.158
C 0.8220 -1.2023 0.0026 0.604
C 2.1800 -0.6762 -0.0903 -1.289
H 2.0392 3.3707 0.0688 0.413
H -2.6214 1.6728 -0.0370 0.369
H -3.6655 -0.6912 -0.0613 0.371
H -1.5325 -2.4753 0.3680 0.344
H 0.8358 -2.2423 0.2653 0.349
H 2.3692 0.1818 0.5779 0.400
H 3.0050 -1.4066 -0.1752 0.356
H 2.1651 -0.0347 -0.9870 0.451
```


Record 2
An isolated molecule of C6H10O. Source: the OMol25 dataset; level of theory: ωB97M-V/def2-TZVPD.

The calculation puts the energy above the lowest of the compared OMol25 structures with the same formula, charge and spin at 5.1 kcal per mole. The calculation puts the largest force on an atom at 0.0066 hartree/bohr. The LUMO energy is 1.031 eV. As for the total energy: -8431.017 eV. Its net charge is 0. Its SMILES is CC1(O)CC=CC1. As for the orbital gap: 10.53 eV.

Structure (XYZ):
```
17
Properties=species:S:1:pos:R:3:mulliken_charge:R:1
C 1.9073 -0.2129 0.5543 -1.520
C 0.4293 0.1028 0.3519 1.098
O 0.0088 0.6519 1.5981 -0.598
C -0.4216 -1.1410 0.0424 -0.967
C -1.7068 -0.5281 -0.4733 -0.566
C -1.4720 0.7002 -0.9450 -0.271
C -0.0033 1.0616 -0.7900 -0.819
H 2.2315 0.2713 1.4801 0.370
H 2.5310 0.1204 -0.2760 0.311
H 2.0456 -1.2916 0.6839 0.326
H -0.9398 0.4937 1.6557 0.393
H 0.0650 -1.7516 -0.7342 0.367
H -0.5068 -1.7586 0.9425 0.406
H -2.6678 -1.0353 -0.4497 0.397
H -2.2167 1.3611 -1.3854 0.409
H 0.1793 2.1084 -0.5287 0.354
H 0.5371 0.8476 -1.7266 0.312
```


Record 3
A cluster of 13 separate species, C14H54N4O19 in total at a distorted geometry. Source: the OMol25 dataset; level of theory: ωB97M-V/def2-TZVPD.

The calculation puts the energy above the lowest of the compared OMol25 structures with the same formula, charge and spin at 144.9 kcal per mole. The calculation puts the largest force on an atom at 0.1132 hartree/bohr. The LUMO energy is -0.183 eV. As for the total energy: -60250.818 eV. Its net charge is 0. As for the orbital gap: 9.43 eV.

Structure (XYZ):
```
91
Properties=species:S:1:pos:R:3:mulliken_charge:R:1
C 1.4544 1.3111 -0.5160 -0.404
C 0.0477 1.9289 -0.2198 -0.317
O -0.6017 2.0688 -1.4641 -0.524
O 1.3964 -0.0405 -0.7239 -0.517
H 2.0121 1.3712 0.4186 0.304
H 1.9854 1.9098 -1.2561 0.265
H 0.0925 2.8596 0.3457 0.315
H -0.5163 1.2127 0.3778 0.247
H -0.4929 1.2712 -1.9872 0.306
H 2.0947 -0.5340 -0.2876 0.325
C 3.7188 1.8334 7.7788 -0.350
C 2.3712 2.3247 8.4277 -0.377
O 1.6868 1.1999 8.8853 -0.533
O 3.3158 1.2579 6.5492 -0.521
H 4.1716 1.0951 8.4405 0.241
H 4.4759 2.6175 7.7684 0.354
H 1.6556 2.8554 7.7998 0.274
H 2.5717 3.0438 9.2219 0.274
H 0.9429 1.0278 8.3034 0.328
H 2.8217 0.4602 6.7522 0.309
C -7.5307 1.5051 -5.4114 -0.261
C -8.8775 2.1406 -5.3841 -0.459
O -9.9362 1.1706 -5.4523 -0.513
O -7.0139 1.2607 -6.7036 -0.514
H -7.5565 0.6411 -4.7474 0.253
H -6.7878 2.1009 -4.8812 0.327
H -9.0521 2.8243 -6.2149 0.279
H -8.9712 2.8026 -4.5232 0.288
H -10.0781 0.7826 -4.5857 0.299
H -6.2188 0.7300 -6.6148 0.302
C -2.9451 -2.0889 5.8372 -0.317
C -1.9996 -3.2103 6.2213 -0.417
O -0.6090 -2.9467 5.9260 -0.504
O -2.7951 -0.8354 6.5677 -0.542
H -3.9913 -2.3496 5.9974 0.301
H -2.7666 -1.8043 4.8002 0.247
H -2.1828 -4.0583 5.5615 0.306
H -2.0834 -3.6177 7.2288 0.303
H -0.3044 -3.8334 5.7198 0.312
H -3.5417 -0.2602 6.3853 0.310
C 4.1920 -9.1690 -1.6109 -0.479
C 3.3624 -8.0833 -2.3696 -0.314
O 2.1519 -8.5905 -2.8948 -0.526
O 4.8272 -10.0280 -2.4569 -0.505
H 3.5970 -9.6151 -0.8140 0.295
H 4.8988 -8.5960 -1.0108 0.317
H 3.9483 -7.7048 -3.2072 0.270
H 3.1337 -7.1999 -1.7734 0.319
H 1.7428 -7.9367 -3.4664 0.298
H 4.2221 -10.7370 -2.6865 0.323
C -4.7564 7.7861 -3.9844 -0.400
C -5.4075 9.1815 -3.7760 -0.349
O -4.3406 10.0594 -4.0186 -0.538
O -3.9475 7.4489 -2.9149 -0.517
H -4.4190 7.4968 -4.9797 0.340
H -5.5234 7.0267 -3.8325 0.294
H -5.6302 9.3712 -2.7260 0.249
H -6.2732 9.4501 -4.3814 0.298
H -3.5971 9.8214 -3.4599 0.315
H -3.5784 6.5751 -3.0628 0.309
C 9.5447 -0.3654 -1.3354 0.641
O 10.2213 -0.6633 -2.2740 -0.626
N 8.3440 0.1654 -1.4199 -0.362
N 9.9647 -0.6243 -0.0992 -0.390
H 7.9582 0.5971 -0.5924 0.160
H 7.7824 0.2072 -2.2583 0.206
H 9.3820 -0.4720 0.7116 0.160
H 10.9296 -0.8730 0.0658 0.211
C -4.3913 -3.8780 -0.3682 0.621
O -4.7566 -2.8138 0.0471 -0.630
N -5.0947 -4.8547 -0.7888 -0.374
N -3.1822 -4.3422 -0.2351 -0.470
H -5.9547 -4.6492 -1.2770 0.218
H -4.6319 -5.7239 -0.5644 0.216
H -2.4751 -3.6855 0.0632 0.218
H -2.8832 -5.1396 -0.7781 0.202
O -0.0983 9.1299 2.9512 -0.638
H -0.7233 8.7427 2.3383 0.319
H -0.4247 10.0177 3.0981 0.319
O -0.1597 -3.8854 -4.6448 -0.639
H 0.1288 -3.3597 -3.8987 0.319
H -0.4100 -3.2428 -5.3086 0.319
O 7.1794 2.5282 3.1030 -0.636
H 6.6517 1.8647 3.5474 0.322
H 7.6651 2.9592 3.8064 0.315
O 4.4480 -4.0979 1.8189 -0.637
H 3.6926 -4.5844 2.1489 0.317
H 5.1595 -4.3244 2.4178 0.319
O 2.5059 2.0267 -6.7506 -0.642
H 2.5690 2.9817 -6.7649 0.322
H 2.4925 1.7733 -7.6736 0.320
```


Record 4
An isolated molecule of C5H8O. Source: the OMol25 dataset; level of theory: ωB97M-V/def2-TZVPD.

The calculation puts the energy above the lowest of the compared OMol25 structures with the same formula, charge and spin at 103.5 kcal per mole. The calculation puts the largest force on an atom at 0.0139 hartree/bohr. The LUMO energy is 0.638 eV. As for the total energy: -7357.766 eV. Its net charge is 0. As for the orbital gap: 8.65 eV.

Structure (XYZ):
```
14
Properties=species:S:1:pos:R:3:mulliken_charge:R:1
C -2.1524 0.4633 0.7285 -0.640
C -0.8394 -0.1722 -0.8445 -0.648
O -0.9954 0.8738 -0.0064 -0.127
C 0.5102 -0.6940 -0.7230 0.098
C 1.6723 0.2850 -0.8245 -0.480
C 1.4340 -0.4058 0.4581 -0.514
H -3.0272 0.3965 0.0756 0.318
H -1.9806 -0.5380 1.1508 0.314
H -2.2289 1.1845 1.5304 0.254
H 0.6048 -1.6552 -1.2105 0.478
H 1.3934 1.3325 -0.8847 0.228
H 2.4791 -0.0342 -1.4720 0.255
H 2.0987 -1.2170 0.7428 0.262
H 1.0314 0.1809 1.2793 0.203
```


Record 5
A cluster of 3 separate species, C3H10NO in total at a distorted geometry. Source: the OMol25 dataset; level of theory: ωB97M-V/def2-TZVPD.

The calculation puts the energy above the lowest of the compared OMol25 structures with the same formula, charge and spin at 210.7 kcal per mole. The calculation puts the largest force on an atom at 0.0529 hartree/bohr. The LUMO energy is -9.959 eV. As for the total energy: -6795.175 eV. Its net charge is +1. As for the orbital gap: 3.83 eV.

Structure (XYZ):
```
15
Properties=species:S:1:pos:R:3:mulliken_charge:R:1
C 1.0929 -2.3313 -0.6829 -0.585
C -1.8616 2.3867 -1.1517 -0.439
C -1.7043 1.4783 -0.1411 -0.212
O 0.7251 0.6029 1.0555 -0.630
N 1.4170 -1.8121 0.6745 -0.193
H 2.0417 -2.4577 -1.2860 0.311
H 0.2448 -3.1166 -0.7443 0.323
H -1.0175 2.9702 -1.4855 0.267
H -2.7903 2.7467 -1.6194 0.275
H -0.6986 1.4813 0.4873 0.293
H -2.6111 0.8599 0.1106 0.282
H 0.7944 0.9223 1.9491 0.337
H 0.5951 -1.4120 -1.0626 0.233
H 0.9894 -0.8283 0.9440 0.437
H 1.5707 -2.5068 1.3954 0.301
```


Record 6
The ion C5H7N2 with charge +1 at a distorted geometry. Source: the OMol25 dataset; level of theory: ωB97M-V/def2-TZVPD.

The calculation puts the energy above the lowest of the compared OMol25 structures with the same formula, charge and spin at 213.2 kcal per mole. The calculation puts the largest force on an atom at 0.0892 hartree/bohr. The LUMO energy (spin up / spin down) is -6.365 / -5.494 eV. As for the total energy: -8263.532 eV. Its net charge is +1. As for the orbital gap (spin up / spin down): 6.08 / 7.24 eV.

Structure (XYZ):
```
14
Properties=species:S:1:pos:R:3:mulliken_charge:R:1
C -0.8683 -1.5785 0.0018 -0.382
C -0.0361 0.6672 -0.4805 -0.414
C -1.5281 2.4409 -1.1744 -0.199
C 0.1959 -0.4908 0.3356 1.261
C 1.0532 -0.5457 1.5211 -1.402
N -0.8662 1.4736 -0.7339 0.086
N 0.4335 -1.7452 -0.5889 -0.246
H -2.2947 2.1323 -1.9881 0.234
H -1.5674 3.4620 -0.7031 0.268
H 1.2564 -1.4664 2.1228 0.376
H 0.6878 0.2439 2.3093 0.321
H 1.9727 -0.2242 1.2059 0.428
H 0.6297 -1.7923 -1.6425 0.328
H 0.9317 -2.5767 -0.1850 0.339
```